{"formula": "C49H78B7F28N10O4", "method": "ωB97M-V/def2-TZVPD", "species": ["C", "C", "O", "N", "H", "H", "C", "H", "H", "H", "H", "H", "H", "C", "C", "O", "N", "H", "H", "C", "H", "H", "H", "H", "H", "H", "C", "C", "O", "N", "H", "H", "C", "H", "H", "H", "H", "H", "H", "C", "N", "C", "C", "C", "C", "C", "C", "C", "C", "N", "C", "C", "C", "H", "H", "H", "H", "H", "H", "H", "H", "H", "H", "H", "H", "H", "H", "C", "N", "C", "C", "C", "C", "C", "C", "C", "C", "N", "C", "C", "C", "H", "H", "H", "H", "H", "H", "H", "H", "H", "H", "H", "H", "H", "H", "C", "N", "C", "C", "C", "C", "C", "C", "C", "C", "N", "C", "C", "C", "H", "H", "H", "H", "H", "H", "H", "H", "H", "H", "H", "H", "H", "H", "C", "C", "C", "O", "C", "N", "H", "H", "H", "H", "H", "H", "H", "H", "H", "H", "H", "H", "B", "F", "F", "F", "F", "B", "F", "F", "F", "F", "B", "F", "F", "F", "F", "B", "F", "F", "F", "F", "B", "F", "F", "F", "F", "B", "F", "F", "F", "F", "B", "F", "F", "F", "F"], "coordinates": [[-1.40565, 5.45450, 5.78286], [-1.42998, 3.96073, 5.79347], [-1.39051, 3.28854, 6.78933], [-1.47947, 3.44840, 4.31971], [-2.15456, 2.69741, 4.33840], [-1.91894, 3.94960, 3.56091], [-0.07315, 3.05546, 3.80567], [-2.12547, 5.79724, 5.03956], [-0.40128, 5.83766, 5.60246], [-1.49668, 5.89725, 6.77472], [0.32324, 3.61325, 2.95723], [-0.15965, 2.18108, 3.16062], [0.60239, 2.86209, 4.63894], [7.63601, 4.44440, -0.27052], [6.19653, 4.13937, 0.12303], [5.98630, 3.49073, 1.08501], [5.01295, 4.85209, -0.57688], [4.95536, 5.81338, -0.27241], [5.25672, 5.12306, -1.51882], [3.71616, 4.04941, -0.43038], [7.70662, 3.81746, -1.15937], [8.36352, 4.09252, 0.46092], [7.83602, 5.51060, -0.37683], [2.93860, 4.59806, -0.96187], [3.42130, 3.94859, 0.61413], [3.94765, 3.13015, -0.96840], [2.26852, -0.77327, 6.94766], [0.84055, -0.54573, 6.37150], [0.15152, 0.33403, 6.86610], [0.33513, -1.62507, 5.45952], [0.74159, -1.34140, 4.57950], [0.68477, -2.51033, 5.79741], [-1.19161, -1.71928, 5.35340], [2.43572, -0.42760, 7.96778], [2.92633, -0.15304, 6.33881], [2.65317, -1.76727, 6.71940], [-1.30312, -2.64218, 4.78425], [-1.60118, -0.88580, 4.78273], [-1.79043, -1.89195, 6.24766], [-2.64451, 1.85980, -1.88402], [-3.11528, 2.54717, -3.09367], [-3.95507, 3.65350, -3.02251], [-4.46203, 4.15699, -4.22268], [-4.13319, 3.52415, -5.41782], [-3.31480, 2.38218, -5.47508], [-2.78050, 1.87934, -4.25104], [-4.39196, 4.23205, -6.70879], [-4.41197, 5.57507, -6.87255], [-4.60188, 6.11938, -8.11106], [-4.62477, 5.33048, -9.18856], [-4.70299, 3.96689, -9.12469], [-4.61848, 3.41222, -7.84711], [-4.93198, 5.99280, -10.43649], [-1.73243, 1.33932, -2.17608], [-3.42864, 1.11513, -1.74728], [-2.55879, 2.54940, -1.04425], [-4.01730, 4.19219, -2.08853], [-5.13505, 4.97703, -4.02022], [-2.92912, 2.08456, -6.43897], [-2.12038, 1.02536, -4.28824], [-4.48647, 6.14446, -5.95786], [-4.89084, 7.11550, -8.41215], [-4.71097, 3.33434, -10.00003], [-4.55102, 2.34046, -7.73237], [-4.86214, 5.23565, -11.21748], [-4.19373, 6.77939, -10.59255], [-5.99798, 6.22019, -10.44185], [-7.82803, 0.03902, 1.81580], [-6.74306, -0.90542, 1.69302], [-6.11337, -0.95727, 0.48149], [-5.01326, -1.78115, 0.42558], [-4.57812, -2.65224, 1.46561], [-5.33778, -2.54709, 2.58673], [-6.45629, -1.66563, 2.71362], [-3.42556, -3.51628, 1.30101], [-2.32957, -3.30438, 0.43819], [-1.19471, -4.13434, 0.42487], [-1.18301, -5.15913, 1.31333], [-2.19525, -5.41711, 2.16625], [-3.36088, -4.64133, 2.10598], [-0.00988, -6.05413, 1.36463], [-7.77309, 0.78449, 1.02249], [-7.56873, 0.59529, 2.71659], [-8.78953, -0.46805, 1.89652], [-6.44452, -0.41366, -0.39100], [-4.40628, -1.82640, -0.46658], [-5.14130, -3.06817, 3.51208], [-6.90415, -1.27679, 3.61619], [-2.30568, -2.41556, -0.17485], [-0.32494, -4.12375, -0.21528], [-2.16477, -6.34238, 2.72246], [-4.17090, -4.98449, 2.73249], [0.34124, -6.16955, 2.39007], [0.73605, -5.49891, 0.79595], [-0.13909, -6.99149, 0.82356], [7.68656, -3.05720, -2.98040], [6.86128, -3.58733, -1.88728], [5.80439, -2.84659, -1.41362], [4.90484, -3.45122, -0.56720], [5.07576, -4.78980, -0.07843], [6.17595, -5.56082, -0.67077], [7.08357, -4.90284, -1.50663], [4.18849, -5.42790, 0.94750], [3.76094, -6.73978, 0.87966], [3.09131, -7.37295, 1.90986], [2.89491, -6.69366, 3.09990], [3.29643, -5.39824, 3.22462], [4.05135, -4.78303, 2.19975], [2.20356, -7.39158, 4.23323], [8.52039, -2.53003, -2.51679], [7.14334, -2.38608, -3.64569], [7.91518, -3.86034, -3.68097], [5.78461, -1.84003, -1.80458], [4.07902, -2.93889, -0.09610], [6.31868, -6.62760, -0.58122], [7.87850, -5.43185, -2.01126], [4.07346, -7.32745, 0.02913], [2.84777, -8.42481, 1.93601], [3.21559, -5.00946, 4.22897], [4.39692, -3.79350, 2.46017], [2.48718, -8.43723, 4.11377], [1.11690, -7.30840, 4.21404], [2.64813, -7.21583, 5.21280], [2.48846, 0.08265, 0.03618], [1.03767, -0.14391, -0.55244], [-0.03041, 0.64803, 0.20053], [-1.15820, -0.17174, 0.34498], [-2.19989, 0.25451, 1.26038], [1.08965, 0.15274, -2.02398], [1.35253, 1.12244, -2.12728], [1.68697, -0.44680, -2.57522], [0.21310, 0.02330, -2.50876], [2.97965, 1.05315, 0.10663], [3.23802, -0.47592, -0.52441], [2.58844, -0.26040, 1.06595], [0.86989, -1.22044, -0.52040], [-0.41717, 1.53301, -0.30479], [0.34175, 1.03163, 1.15050], [-2.89595, 0.86228, 0.68226], [-1.91526, 0.61939, 2.24727], [-2.70957, -0.70811, 1.30128], [-2.35631, -1.48815, -3.25352], [-2.11353, -2.75495, -2.62643], [-3.31209, -0.85197, -2.51208], [-1.22420, -0.63670, -3.15789], [-2.73113, -1.50175, -4.57616], [1.50824, -2.54854, 2.48753], [2.53237, -2.82081, 3.43970], [0.58770, -3.53332, 2.62136], [0.93060, -1.30166, 2.73299], [1.97314, -2.59877, 1.17946], [3.32936, -1.20807, -3.94099], [2.49784, -2.00642, -4.70235], [3.15008, -1.71041, -2.64506], [4.58882, -1.43719, -4.42402], [2.96234, 0.12547, -4.01503], [0.55185, 3.24946, -3.35410], [0.47466, 2.11892, -4.13311], [-0.69532, 3.65577, -2.93818], [1.18440, 2.91916, -2.17299], [1.21827, 4.17131, -4.04051], [-4.42963, 1.25561, 4.15498], [-5.04331, 2.42920, 4.50989], [-4.80943, 0.15876, 4.92032], [-4.80303, 0.97858, 2.87221], [-3.08080, 1.43848, 4.29202], [-2.23152, 4.76756, 1.37270], [-2.30785, 3.43223, 1.59733], [-0.90350, 5.11848, 1.41273], [-2.84284, 5.07726, 0.20860], [-2.95714, 5.40224, 2.46576], [6.49787, 0.77783, -1.27308], [5.75535, 1.82724, -1.90509], [7.50565, 1.30966, -0.49278], [5.60370, 0.19070, -0.43206], [7.03842, -0.11987, -2.16932]], "forces_ev_per_a": [[0.3, 0.2, 0.4], [0.2, 1.8, 1.3], [-0.1, -0.2, -2.8], [2.2, -0.9, 0.7], [0.0, -1.6, 0.2], [-0.4, 1.9, -0.1], [-0.9, -1.2, -0.6], [0.2, 0.4, 0.1], [0.2, -0.3, -1.0], [-0.9, -0.4, 0.1], [-0.2, 1.6, 0.9], [-0.5, -0.9, 0.8], [-0.1, 0.3, -0.2], [-1.1, 0.0, -0.7], [2.3, 0.6, 2.1], [-1.5, -0.2, -0.3], [0.1, -0.4, 0.3], [-0.3, 0.4, 1.5], [0.0, -1.2, -1.2], [0.3, 0.7, -1.0], [0.8, 0.4, -0.5], [-0.7, -0.4, 0.1], [-0.2, 0.0, -0.7], [0.1, -0.1, 0.0], [0.6, -0.1, -0.2], [-0.3, -0.2, 0.4], [-0.2, 0.1, -2.1], [0.2, 2.1, 5.1], [0.9, -2.6, -2.7], [-2.0, 1.5, 1.7], [0.2, -0.6, -1.6], [0.5, -0.2, -0.2], [0.1, -0.7, -1.2], [-0.7, -0.3, -0.1], [0.1, 0.3, -0.1], [-0.2, -0.2, 0.5], [-0.2, 0.2, -0.4], [0.3, 0.1, 0.2], [0.9, 0.5, 0.5], [-0.4, 0.0, 0.0], [-0.4, -0.2, -1.1], [1.8, -1.5, -2.0], [0.2, -1.0, 2.2], [0.6, 0.7, -0.6], [0.4, 1.0, 2.0], [-1.9, 2.4, -1.2], [-0.4, -3.1, -1.1], [-0.8, 1.4, 1.2], [-0.3, -0.4, -0.6], [-1.0, -1.5, -0.1], [0.9, 0.4, 2.4], [0.8, 0.6, -0.6], [0.0, -0.9, -1.3], [-0.1, 0.3, 0.5], [0.3, -0.1, 0.6], [0.2, 0.0, -0.2], [-0.1, -0.4, 0.3], [0.0, 0.3, -0.9], [0.0, -0.5, 0.2], [0.2, 0.0, 0.7], [0.4, 0.6, -0.2], [0.6, 0.5, 0.8], [-0.2, 0.4, -0.3], [-0.4, 0.0, -0.2], [0.4, 0.2, -0.2], [-0.6, 0.2, -0.2], [0.2, 0.8, 0.1], [-0.1, 1.3, 0.8], [-0.8, 0.4, -2.8], [1.4, -1.6, 1.2], [0.9, -0.6, -0.8], [-1.7, 2.3, -1.5], [-1.7, 0.1, 2.5], [2.7, 0.0, -0.4], [1.6, -1.0, 0.1], [0.5, 0.5, -0.1], [-1.8, -0.5, 1.2], [0.0, -0.7, 0.3], [-1.4, 0.7, -1.4], [1.3, -1.4, 0.8], [0.7, 0.9, -0.8], [-0.2, -0.4, -0.1], [-0.5, 0.1, 0.2], [0.1, 0.2, -0.1], [-0.2, 0.3, 0.4], [-0.3, 0.3, -0.5], [0.3, -0.2, 0.0], [0.0, -0.9, 0.5], [0.1, 0.0, -0.4], [-0.2, 0.7, -0.2], [0.3, 0.1, 0.2], [-0.1, 0.2, 0.0], [-0.3, 0.0, -0.2], [0.4, -0.2, 0.3], [-0.5, 0.0, 0.3], [0.2, 0.5, -0.6], [-1.2, -1.2, 0.6], [1.5, -1.3, -1.0], [-0.3, -1.9, 2.5], [1.8, -0.1, -2.5], [-0.7, 1.9, 0.1], [-2.0, 1.1, 0.0], [1.2, 1.5, 1.5], [-0.3, -1.1, -0.2], [0.7, 1.2, 1.3], [-0.4, 0.4, -0.6], [1.4, -1.3, -0.8], [-1.7, -0.6, 0.4], [1.0, -1.2, -0.4], [0.2, -0.2, -0.5], [-0.4, 0.4, 0.7], [0.6, -0.2, 0.6], [-0.4, 0.3, 0.1], [-0.1, 0.6, -0.5], [0.0, 0.0, 0.5], [0.1, 0.2, 0.1], [-0.4, -0.1, -0.2], [-0.1, 0.0, -0.2], [-0.2, 0.3, -0.2], [0.2, 0.0, -0.5], [-0.4, -0.2, -0.2], [0.2, 0.3, 0.0], [-0.1, 0.9, -0.2], [0.2, -0.5, 0.0], [2.1, 0.3, 0.1], [-0.6, 0.4, -0.5], [-0.2, -0.6, 1.2], [0.0, -1.5, -2.1], [-0.6, 0.4, 0.9], [0.4, 0.7, -0.6], [1.1, -0.2, 0.2], [-0.9, 0.1, 0.1], [-0.9, 0.7, -0.6], [-0.3, -0.2, -0.2], [-0.5, -0.3, -0.1], [-0.3, 0.2, 0.5], [0.8, 0.4, -0.5], [0.2, -0.4, 0.3], [0.1, 0.8, 0.7], [0.2, 0.2, -0.3], [-0.4, 0.1, 1.0], [0.7, -0.6, -0.1], [0.1, 0.6, -0.6], [-1.9, 0.5, 1.2], [0.7, -0.2, 0.0], [-0.1, -0.6, -0.2], [1.1, 0.5, -0.9], [-0.1, 0.6, 0.2], [-1.7, -1.5, 0.7], [-0.1, 0.5, 0.7], [0.5, -0.2, 0.0], [-0.3, -0.7, -1.8], [-1.2, -0.3, -0.8], [0.3, 0.0, 1.9], [1.6, 0.2, 0.4], [0.0, 0.3, 0.4], [-0.3, -0.6, -0.2], [-0.7, -1.5, -0.6], [-1.9, 0.7, -0.1], [1.6, -0.6, 2.0], [1.1, 2.1, -0.9], [-1.9, 0.5, 0.6], [-0.4, 0.5, 0.7], [-0.2, -0.7, 0.7], [-0.1, -0.7, -2.2], [2.3, -0.5, 0.0], [-0.8, 1.7, 1.0], [-0.1, -2.8, 0.6], [1.0, 0.5, 0.1], [-0.6, 0.4, -1.6], [0.7, -0.3, -0.1], [-0.1, 1.4, -0.1], [0.5, 0.3, -0.3], [0.9, 0.7, 0.2], [-1.4, -1.6, 1.1], [0.0, -0.7, -0.7]], "relative_energy_kj_mol": 0.00, "charge": 3, "e_tot_ha": -5733.23497, "homo_lumo_gap_ev": 6.84, "lumo_ev": -7.6}